Molecular formula: C57H124O33
Method: DFT, the ωB97M-V functional and the def2-TZVPD basis

Output
Energy   -4728.58945 Ha
Gap between HOMO and LUMO   9.681 eV
LUMO energy   0.703 eV
Largest force on an atom   0.06626 Eh/bohr

Last column: Mulliken charge in e.
Cartesian coordinates (Å):
C  21.031  22.326  10.610  -0.557
O  21.909  22.031  11.753  0.864
C  23.251  22.379  11.592  -0.280
C  24.074  21.747  12.689  -0.777
O  24.210  20.334  12.442  0.802
C  25.199  19.704  13.212  -1.135
C  24.955  18.255  13.264  0.836
O  24.950  17.757  11.944  -0.343
C  24.354  16.522  11.829  -0.472
H  21.434  21.881  9.683  0.123
H  20.825  23.358  10.502  0.114
H  20.067  21.931  10.887  -0.068
H  23.498  23.430  11.644  0.043
H  23.561  22.048  10.531  0.001
H  23.614  21.861  13.655  -0.193
H  25.096  22.080  12.717  0.569
H  25.152  20.018  14.272  0.208
H  26.196  19.933  12.850  0.296
H  24.031  18.017  13.769  -0.688
H  25.760  17.811  13.894  0.385
H  23.402  16.509  12.359  -0.052
H  25.020  15.690  12.184  0.319
H  24.090  16.272  10.783  0.292
C  9.993  19.892  14.084  -0.795
O  11.076  20.506  14.714  -0.297
C  11.932  21.193  13.779  -0.384
C  12.924  22.173  14.395  -0.425
O  14.016  21.588  15.146  -0.347
C  15.297  22.038  14.810  -1.453
C  16.061  21.489  13.527  1.361
O  15.540  22.067  12.355  -0.501
C  16.320  21.617  11.261  -0.087
H  9.509  20.579  13.403  0.354
H  9.421  19.431  14.849  0.313
H  10.227  19.057  13.437  0.257
H  11.419  21.742  12.987  0.390
H  12.572  20.454  13.276  0.178
H  12.490  22.928  15.064  0.325
H  13.318  22.699  13.514  0.260
H  15.975  21.909  15.619  0.580
H  15.353  23.142  14.619  0.478
H  15.959  20.405  13.441  0.035
H  17.093  21.827  13.698  -0.466
H  16.328  20.482  11.145  0.063
H  17.408  21.883  11.359  -0.072
H  15.848  22.112  10.381  0.362
C  12.441  16.734  14.036  -0.067
O  13.650  16.011  14.342  -0.176
C  14.738  16.171  13.495  -0.262
C  14.678  15.357  12.220  2.115
O  13.628  15.734  11.362  -0.465
C  13.275  14.766  10.417  -0.177
C  11.878  14.130  10.774  -0.941
O  12.057  13.470  12.017  0.175
C  10.986  13.560  12.898  -1.099
H  12.694  17.475  13.228  0.203
H  12.057  17.195  14.913  0.457
H  11.770  15.936  13.735  -0.548
H  15.638  15.830  14.026  -0.585
H  14.752  17.214  13.173  0.327
H  14.402  14.348  12.522  -0.220
H  15.605  15.524  11.643  -0.534
H  13.979  13.930  10.419  0.126
H  13.223  15.106  9.399  0.254
H  11.644  13.361  10.014  0.262
H  11.067  14.940  10.816  0.335
H  11.257  13.043  13.800  0.317
H  9.972  13.147  12.502  0.237
H  10.780  14.615  13.149  0.266
C  22.339  26.043  11.494  -0.934
O  22.541  25.377  12.708  0.221
C  22.946  26.224  13.749  -0.741
C  22.826  25.432  15.019  -0.288
O  21.501  25.048  15.292  -0.544
C  21.121  23.764  14.866  1.293
C  19.732  23.732  14.331  -0.515
O  19.699  24.373  13.121  0.141
C  18.592  25.257  13.021  -0.814
H  21.530  26.758  11.601  0.327
H  22.093  25.301  10.671  0.152
H  23.295  26.598  11.119  0.281
H  22.177  27.053  13.775  0.338
H  23.929  26.663  13.658  0.397
H  23.283  26.017  15.787  0.432
H  23.327  24.424  14.969  0.073
H  21.220  22.935  15.607  -0.055
H  21.798  23.442  14.101  -0.888
H  19.163  24.214  15.092  0.647
H  19.487  22.723  14.153  -0.323
H  18.652  25.755  12.059  0.207
H  18.709  26.018  13.780  0.396
H  17.644  24.710  13.127  0.064
C  19.698  14.383  10.086  -0.723
O  18.847  13.753  11.023  -0.129
C  17.813  12.983  10.457  -0.519
C  17.344  11.919  11.436  -0.756
O  16.582  12.455  12.433  0.233
C  16.228  11.487  13.404  -1.178
C  15.034  12.047  14.206  0.052
O  15.529  13.011  15.119  -0.140
C  14.504  13.552  15.931  -0.638
H  20.349  13.648  9.635  0.591
H  20.273  15.085  10.636  -0.096
H  19.255  14.947  9.245  0.218
H  18.155  12.443  9.633  0.765
H  16.982  13.620  10.147  -0.117
H  18.279  11.402  11.817  0.216
H  16.759  11.120  10.941  0.507
H  17.068  11.260  14.082  0.265
H  15.943  10.544  12.937  0.694
H  14.611  11.195  14.731  0.567
H  14.204  12.454  13.535  -0.389
H  14.122  12.795  16.588  0.463
H  13.618  13.796  15.379  0.104
H  14.963  14.319  16.548  0.050
C  27.052  20.814  9.862  -0.776
O  25.786  21.016  9.250  -0.130
C  25.516  20.207  8.138  -0.301
C  24.137  20.580  7.591  -0.942
O  22.996  20.264  8.332  -0.110
C  22.763  18.889  8.229  -0.978
C  21.699  18.452  9.162  0.143
O  20.540  19.151  9.289  0.170
C  19.555  18.800  8.308  -0.823
H  27.132  21.611  10.652  0.180
H  27.847  20.946  9.173  0.453
H  27.073  19.803  10.387  0.190
H  25.459  19.156  8.384  0.295
H  26.186  20.358  7.244  0.336
H  23.951  20.252  6.573  0.499
H  24.049  21.703  7.431  0.325
H  23.616  18.323  8.448  0.434
H  22.612  18.625  7.196  0.434
H  22.153  18.492  10.119  -0.307
H  21.508  17.427  8.876  0.319
H  18.875  19.640  8.267  0.181
H  19.036  17.901  8.710  0.137
H  20.024  18.705  7.331  0.355
C  23.719  22.159  18.015  -0.954
O  23.256  21.495  16.793  -0.094
C  22.900  20.159  17.132  -1.308
C  21.955  19.647  16.018  0.993
O  22.246  18.288  15.681  0.554
C  21.671  17.374  16.541  -0.972
C  21.932  15.992  15.971  0.408
O  23.283  15.759  15.679  -0.411
C  23.494  14.621  14.893  -0.642
H  23.887  23.124  17.646  0.185
H  24.608  21.679  18.378  0.358
H  22.998  22.100  18.820  0.385
H  22.396  20.162  18.099  0.543
H  23.737  19.510  17.200  0.452
H  22.352  20.319  15.254  -0.581
H  20.897  19.821  16.253  -0.068
H  20.581  17.440  16.613  0.106
H  22.039  17.526  17.541  0.619
H  21.264  15.842  15.104  -0.608
H  21.503  15.262  16.773  0.423
H  24.568  14.617  14.751  0.276
H  22.896  14.580  13.961  0.146
H  23.243  13.721  15.474  0.350
C  15.483  16.245  8.349  -0.972
O  15.423  14.916  7.988  0.039
C  14.882  14.676  6.723  -0.624
C  14.729  13.180  6.545  -0.588
O  13.742  12.687  7.495  -0.109
C  13.446  11.358  7.264  -0.773
C  12.972  10.717  8.523  0.016
O  14.104  10.577  9.388  -0.331
C  13.698  10.412  10.768  0.113
H  15.852  16.298  9.348  0.032
H  14.493  16.582  8.336  0.505
H  16.077  16.793  7.629  0.403
H  15.679  15.124  6.041  0.292
H  13.932  15.240  6.593  0.346
H  15.618  12.642  6.763  0.387
H  14.411  12.918  5.488  0.322
H  14.347  10.839  6.821  0.369
H  12.698  11.183  6.456  0.342
H  12.381  9.791  8.456  0.410
H  12.276  11.448  9.039  -0.122
H  13.367  9.380  10.943  0.400
H  12.933  11.205  11.014  0.131
H  14.520  10.552  11.425  -0.508
O  18.327  17.186  11.100  -0.801
C  18.984  17.978  11.744  0.049
O  18.628  19.265  11.866  -0.005
C  19.484  19.814  12.887  2.184
C  20.676  18.897  12.931  1.147
O  20.116  17.676  12.344  0.152
H  19.746  20.879  12.568  -1.676
H  18.994  19.778  13.852  -0.345
H  21.029  18.619  13.907  0.084
H  21.528  19.264  12.299  -1.191
O  17.953  14.424  17.083  -0.658
C  18.239  14.472  15.931  0.370
O  17.950  15.411  15.019  0.618
C  18.475  15.074  13.735  0.742
C  19.405  13.948  14.044  0.307
O  19.046  13.514  15.357  -0.517
H  17.654  14.650  13.143  -0.651
H  18.886  15.988  13.292  -0.181
H  20.460  14.121  14.020  -0.143
H  19.119  13.113  13.397  0.034
O  18.495  19.128  15.964  -0.385
C  17.661  18.379  16.460  0.161
O  17.866  17.717  17.594  -0.385
C  16.653  17.054  17.967  -0.682
C  15.814  17.233  16.729  0.993
O  16.468  18.214  15.939  0.012
H  16.853  16.030  18.185  0.398
H  16.241  17.532  18.881  0.237
H  14.831  17.746  16.962  0.553
H  15.682  16.319  16.184  -1.069

Atomic forces in eV per Å
C 1.262 -1.128 1.061
O -1.472 0.419 -0.569
C 1.034 -0.775 -1.887
C 0.242 -1.963 -0.933
O -0.607 -0.027 -0.132
C -0.561 1.076 0.926
C 0.710 -0.983 -0.052
O 0.460 0.504 -0.314
C -0.157 -1.617 -0.378
H -0.222 0.053 0.422
H 0.359 1.394 -0.096
H -0.213 -0.633 -0.153
H -0.592 0.738 0.074
H 0.084 0.141 1.594
H -0.320 0.408 0.597
H 0.421 1.037 -0.052
H 0.057 0.271 -0.177
H 0.373 0.105 -0.284
H -0.607 0.031 0.132
H -0.209 -0.077 -0.423
H -0.133 -0.204 0.366
H -0.537 0.530 -0.002
H 0.416 0.485 0.262
C 0.593 -0.163 -0.705
O 1.005 1.082 -0.620
C 1.019 -0.844 0.866
C 0.528 0.406 0.192
O -0.440 -0.428 -0.672
C 0.852 1.218 -2.331
C -1.561 0.351 1.779
O 0.581 -0.245 -0.158
C -0.022 -0.415 -0.881
H -0.818 0.409 0.276
H -1.116 0.176 0.706
H 0.881 -0.486 -0.367
H -0.624 -0.027 0.207
H -0.205 -0.121 -0.107
H -0.366 -0.241 -0.207
H 0.127 -0.029 0.260
H 0.245 -0.617 0.999
H -0.563 -0.452 0.241
H 0.392 -0.192 0.227
H 0.104 -0.349 -0.199
H -0.328 1.270 0.165
H -0.862 0.142 -0.032
H 0.683 -0.539 0.388
C 1.731 -0.747 -1.474
O -0.632 -0.040 1.143
C -0.179 0.418 -1.193
C -0.274 -0.409 0.047
O -0.868 1.240 -0.494
C -1.487 -1.577 0.759
C 0.667 1.026 -0.291
O -0.061 -0.070 -0.180
C -2.000 0.281 -0.501
H -0.784 -0.616 0.671
H -0.120 0.610 0.842
H -0.442 0.645 -0.491
H -0.141 0.439 -0.077
H 0.689 0.399 0.252
H 1.017 -0.448 -0.094
H 0.179 -0.711 0.546
H 0.187 0.018 -0.023
H 0.096 0.665 -0.369
H -0.194 0.490 0.074
H 1.023 -1.119 0.042
H 0.047 -0.325 0.384
H 1.666 0.326 0.389
H -0.053 -0.362 -0.061
C 1.357 -0.079 -1.562
O 0.839 -0.280 -0.709
C -2.149 0.268 0.041
C 0.228 -2.211 -0.658
O -0.915 0.944 0.909
C 1.003 -1.359 0.115
C 1.616 0.396 0.572
O -0.769 1.301 -1.580
C 0.496 -0.372 -0.172
H -0.222 0.288 -0.152
H 0.159 0.734 1.214
H -1.427 -0.738 0.739
H 0.812 -0.371 0.313
H 0.582 0.036 -0.386
H -0.098 0.287 1.056
H 0.587 1.237 -0.260
H -0.054 0.887 0.404
H 0.295 -0.138 -0.859
H -1.221 0.261 0.490
H -0.738 -1.556 0.338
H -0.124 -0.115 -0.238
H -0.337 0.312 0.398
H 0.042 0.244 -0.040
C -0.310 -0.173 -0.482
O -0.126 0.296 -0.066
C -0.929 0.256 1.329
C 1.528 -0.931 -0.888
O -0.467 0.335 1.305
C -0.875 0.971 0.515
C 0.353 -0.084 -0.642
O -0.298 0.054 -0.624
C 0.442 -0.924 0.268
H 0.415 -0.433 -0.193
H 0.622 0.631 0.515
H -0.596 -0.281 0.543
H 0.771 -0.800 -1.789
H -0.125 0.051 -0.061
H -0.706 0.457 -0.064
H 0.207 0.303 -0.342
H -0.116 0.225 -0.071
H -0.108 -0.089 -0.224
H -0.275 -0.216 0.463
H 1.123 -0.284 0.602
H 0.081 -0.800 0.850
H -0.126 1.062 -0.618
H -0.324 0.321 -0.252
C -1.445 -0.365 2.068
O 0.339 0.123 -0.232
C -0.969 0.469 -1.130
C -0.407 3.005 -0.741
O 0.373 -0.277 0.631
C -0.957 1.097 -0.883
C 0.713 -1.050 0.265
O -1.468 1.138 -0.632
C 0.248 0.078 1.147
H -0.032 -0.792 -0.717
H 0.904 -0.095 -0.767
H 0.194 1.067 -0.735
H 0.569 -0.498 0.308
H -0.025 -0.084 1.017
H 0.535 -0.764 -0.392
H 0.569 -1.030 0.578
H 1.523 -0.940 0.888
H -0.713 0.043 -0.917
H 0.458 -0.258 1.214
H -0.182 -0.820 0.241
H -0.340 0.054 -0.012
H 0.169 0.325 -0.798
H -0.117 -0.406 -0.153
C -0.641 -1.456 -1.607
O 0.154 -0.258 1.820
C -1.821 0.287 -0.075
C 1.486 0.336 0.710
O -0.240 1.645 -0.875
C -0.245 -1.052 -0.234
C -1.256 -1.074 1.709
O -0.683 0.675 -0.008
C -0.036 -0.656 0.630
H 0.441 1.665 0.180
H 0.754 -0.133 0.061
H -0.507 0.213 -0.024
H -0.027 -0.008 0.211
H 1.106 -0.593 -0.045
H -0.723 -0.472 -0.941
H 0.182 -0.139 -0.257
H -0.180 0.358 -0.139
H 0.470 -0.254 0.684
H 0.487 0.194 -0.134
H 0.854 0.731 -1.146
H 0.068 -0.210 -0.621
H 0.426 0.347 0.214
H -0.054 -0.038 -0.117
C 0.360 -0.323 -0.524
O 0.204 -2.000 0.683
C 1.256 0.856 -0.402
C -2.045 0.034 -0.447
O 0.459 1.324 -0.772
C 0.352 -1.776 -1.740
C -0.209 1.023 1.980
O -0.423 -0.305 0.822
C -1.049 0.487 -1.264
H 0.557 0.232 0.625
H -1.625 1.309 0.074
H 0.402 0.530 -0.056
H -1.217 -0.745 -0.153
H 0.283 -0.447 -0.062
H 1.210 -0.259 0.099
H 0.235 0.432 1.019
H -0.537 0.155 0.846
H -0.035 0.534 0.373
H 0.437 -0.039 -0.476
H 0.443 -0.524 -0.664
H -0.475 0.259 -0.073
H 0.495 -1.002 -0.033
H 1.005 0.360 0.203
O 0.475 0.354 0.521
C -1.535 -0.598 -1.925
O 0.525 -0.334 0.734
C 0.380 2.121 -0.181
C 0.870 -0.116 -1.450
O 0.731 0.320 0.487
H -0.285 -1.509 0.677
H -0.471 0.260 0.042
H 0.067 0.132 0.369
H -0.702 -0.441 0.472
O -0.678 0.502 0.168
C 1.541 -1.311 -0.952
O -0.575 0.605 1.319
C -0.743 0.324 -0.452
C -0.487 -1.927 -0.479
O -0.598 1.053 0.635
H 0.117 0.528 -0.052
H -0.037 -0.598 0.095
H 0.627 0.319 -0.132
H 0.640 0.214 -0.106
O -0.830 -1.084 0.673
C 2.420 2.173 -1.013
O 0.112 -0.142 0.100
C -0.224 0.763 0.829
C -2.867 1.100 0.647
O 0.213 -0.542 -0.037
H 0.291 -0.663 0.022
H 0.239 -0.043 -0.652
H 0.777 -1.205 -0.208
H -0.117 -0.245 -0.413